A structure of composition C52H39N9O2PS2V at a distorted geometry, computed with wB97M-V/def2-TZVPD.

## Properties
Multiplicity: 2
Energy, eV: -128704.265
Net charge: +1
HOMO-LUMO gap (alpha / beta), eV: 5.2 / 5.8
Molar mass, g mol⁻¹: 968.00
HOMO energy (alpha / beta), eV: -9.58 / -9.56

Each line ends with the Löwdin charge.
Cartesian coordinates (Å):
V 0.90 -0.03 -0.28  0.78
C -2.95 1.54 3.39  0.00
N -1.60 1.16 2.98  -0.03
C -1.22 0.87 1.71  -0.41
N 0.08 0.62 1.67  0.07
C 0.56 0.75 2.96  -0.13
C -0.48 1.08 3.78  -0.10
C -0.51 1.39 5.23  -0.19
C 0.32 2.38 5.74  -0.02
C 0.26 2.72 7.08  -0.06
C -0.63 2.07 7.92  -0.07
C -1.45 1.06 7.42  -0.06
C -1.40 0.73 6.08  -0.04
C 1.96 0.50 3.37  -0.17
C 2.22 -0.24 4.52  -0.02
C 3.53 -0.47 4.91  -0.06
C 4.58 0.03 4.17  -0.07
C 4.33 0.79 3.03  -0.08
C 3.02 1.03 2.64  -0.05
P -2.33 0.74 0.26  1.20
C -1.23 1.76 -0.77  -0.52
N 0.09 1.63 -0.88  -0.05
C 0.54 2.61 -1.77  -0.14
C -0.55 3.34 -2.15  -0.10
N -1.64 2.80 -1.50  -0.05
C -3.03 3.22 -1.65  0.00
C -0.65 4.49 -3.08  -0.19
C -1.46 4.39 -4.21  -0.03
C -1.52 5.44 -5.11  -0.06
C -0.80 6.60 -4.87  -0.07
C 0.00 6.71 -3.74  -0.06
C 0.08 5.65 -2.84  -0.02
C 1.91 2.63 -2.28  -0.19
C 2.17 2.93 -3.61  -0.01
C 3.46 2.86 -4.10  -0.04
C 4.51 2.48 -3.27  -0.06
C 4.26 2.17 -1.94  -0.07
C 2.96 2.26 -1.45  -0.07
C -1.77 -0.95 -0.12  -0.52
N -0.50 -1.37 -0.11  -0.03
C -0.52 -2.74 -0.37  -0.15
C -1.82 -3.12 -0.51  -0.09
N -2.59 -1.99 -0.31  -0.05
C -4.04 -1.90 -0.42  0.00
C -2.38 -4.46 -0.73  -0.18
C -3.22 -4.71 -1.82  -0.03
C -3.73 -5.98 -2.02  -0.06
C -3.43 -7.00 -1.13  -0.07
C -2.59 -6.76 -0.05  -0.06
C -2.06 -5.49 0.15  -0.02
C 0.69 -3.56 -0.55  -0.18
C 0.77 -4.43 -1.63  -0.02
C 1.90 -5.21 -1.82  -0.05
C 2.97 -5.11 -0.93  -0.06
C 2.89 -4.24 0.15  -0.08
C 1.75 -3.47 0.35  -0.06
H -3.46 2.03 2.57  0.07
H -2.89 2.22 4.23  0.10
H -3.53 0.66 3.69  0.10
H 1.01 2.89 5.07  0.12
H 0.90 3.50 7.47  0.11
H -0.68 2.33 8.97  0.11
H -2.13 0.54 8.08  0.11
H -2.03 -0.06 5.69  0.12
H 1.40 -0.64 5.10  0.12
H 3.72 -1.05 5.81  0.11
H 5.61 -0.16 4.47  0.11
H 5.15 1.20 2.46  0.11
H 2.82 1.66 1.78  0.10
H -3.07 4.23 -2.03  0.10
H -3.53 3.19 -0.68  0.08
H -3.54 2.54 -2.34  0.09
H -2.00 3.47 -4.40  0.12
H -2.14 5.36 -5.99  0.11
H -0.84 7.43 -5.57  0.11
H 0.56 7.61 -3.54  0.11
H 0.71 5.72 -1.96  0.12
H 1.35 3.19 -4.27  0.12
H 3.65 3.10 -5.14  0.11
H 5.52 2.41 -3.66  0.11
H 5.07 1.87 -1.29  0.11
H 2.77 2.10 -0.39  0.09
H -4.47 -2.88 -0.23  0.10
H -4.31 -1.58 -1.42  0.09
H -4.43 -1.20 0.31  0.07
H -3.44 -3.91 -2.53  0.10
H -4.37 -6.17 -2.87  0.11
H -3.82 -8.00 -1.30  0.11
H -2.35 -7.56 0.65  0.11
H -1.41 -5.30 0.99  0.12
H -0.05 -4.49 -2.34  0.12
H 1.96 -5.88 -2.66  0.11
H 3.85 -5.71 -1.08  0.11
H 3.73 -4.15 0.84  0.11
H 1.67 -2.84 1.22  0.11
S 1.07 -0.66 -2.49  0.80
C -0.53 -1.04 -3.17  -0.98
S -1.94 -0.14 -2.81  0.69
C -0.54 -2.07 -4.09  -0.39
C 0.66 -2.72 -4.51  -0.27
N 1.64 -3.25 -4.83  0.18
C -1.78 -2.51 -4.66  -0.25
N -2.79 -2.89 -5.08  0.17
O 4.38 -1.29 0.58  0.15
N 3.80 -0.84 -0.28  0.05
O 2.45 -0.49 0.11  -0.35

=====

A structure of composition C52H40N11OP2STl, computed with wB97M-V/def2-TZVPD.

## Properties
Energy, eV: -107118.511
Net charge: 0
Energy above the lowest of the compared OMol25 structures with the same formula, charge and spin, kJ/mol: 60.2
HOMO-LUMO gap, eV: 6.2
Molar mass, g mol⁻¹: 1133.37
HOMO energy, eV: -7.04

Each line ends with the Löwdin charge.
Cartesian coordinates (Å):
Tl 0.99 2.03 -0.55  0.73
C -0.02 3.09 4.00  -0.12
C 0.44 3.42 2.74  -0.15
N -0.32 3.27 1.66  0.05
C -1.55 2.78 1.82  -0.21
C -2.00 2.45 3.10  -0.08
N -1.25 2.60 4.18  0.10
C -2.35 2.58 0.59  -0.20
C -3.71 2.27 0.60  0.05
C -4.38 2.08 -0.60  -0.14
C -3.65 2.18 -1.79  0.05
C -2.29 2.47 -1.72  -0.22
N -1.68 2.69 -0.56  0.10
C -1.41 2.50 -2.91  -0.23
C -1.68 1.79 -4.07  -0.09
N -0.80 1.71 -5.07  0.10
C 0.34 2.36 -4.93  -0.10
C 0.62 3.10 -3.78  -0.12
N -0.24 3.15 -2.77  0.06
C -5.82 1.75 -0.63  -0.17
C -6.39 0.96 0.37  -0.01
C -7.73 0.64 0.29  -0.14
N -8.52 1.06 -0.69  0.06
C -7.98 1.82 -1.64  -0.13
C -6.65 2.19 -1.65  -0.01
H 0.58 3.22 4.89  0.11
H 1.43 3.83 2.58  0.10
H -2.99 2.06 3.28  0.11
H -4.25 2.21 1.54  0.11
H -4.13 2.04 -2.74  0.12
H -2.59 1.22 -4.20  0.11
H 1.05 2.29 -5.74  0.11
H 1.55 3.63 -3.64  0.10
H -5.79 0.58 1.19  0.11
H -8.21 0.03 1.05  0.11
H -8.66 2.16 -2.42  0.11
H -6.27 2.85 -2.42  0.11
N 1.59 -0.10 2.82  -0.40
P 2.68 1.03 2.00  0.91
C 3.65 1.55 3.45  -0.39
C 4.28 2.79 3.33  -0.11
C 4.96 3.35 4.40  -0.08
C 5.01 2.67 5.61  -0.09
C 4.40 1.43 5.74  -0.08
C 3.72 0.87 4.66  -0.10
C 3.77 -0.19 1.17  -0.36
C 5.05 -0.50 1.60  -0.08
C 5.83 -1.40 0.87  -0.08
C 5.32 -1.98 -0.29  -0.08
C 4.04 -1.67 -0.72  -0.08
C 3.27 -0.77 0.00  -0.15
P 0.25 -0.70 1.87  0.98
C -0.93 -1.07 3.23  -0.37
C -2.29 -0.96 2.97  -0.13
C -3.22 -1.16 3.98  -0.09
C -2.80 -1.46 5.26  -0.08
C -1.44 -1.60 5.53  -0.07
C -0.51 -1.42 4.51  -0.09
C 0.80 -2.44 1.62  -0.37
C 2.00 -2.95 2.11  -0.10
C 2.39 -4.25 1.79  -0.08
C 1.58 -5.05 1.00  -0.09
C 0.36 -4.56 0.54  -0.09
C -0.02 -3.26 0.85  -0.11
H 1.21 0.39 3.62  0.02
H 4.22 3.31 2.38  0.11
H 5.43 4.32 4.29  0.10
H 5.53 3.11 6.45  0.10
H 4.45 0.90 6.68  0.10
H 3.25 -0.10 4.76  0.10
H 5.45 -0.05 2.49  0.10
H 6.83 -1.63 1.20  0.10
H 5.93 -2.67 -0.85  0.10
H 3.65 -2.12 -1.62  0.11
H 2.28 -0.51 -0.36  0.04
H -2.62 -0.71 1.97  0.09
H -4.28 -1.09 3.77  0.10
H -3.52 -1.59 6.06  0.10
H -1.10 -1.84 6.53  0.10
H 0.54 -1.57 4.71  0.10
H 2.64 -2.33 2.73  0.09
H 3.34 -4.63 2.15  0.10
H 1.89 -6.05 0.74  0.10
H -0.28 -5.19 -0.06  0.10
H -0.96 -2.87 0.49  0.09
O 3.37 0.52 -3.91  -0.65
S 4.02 1.46 -2.94  0.60
N 3.19 2.17 -1.95  -0.57
N 1.00 -4.27 -9.53  0.16
C 0.80 -3.76 -8.52  -0.19
C 0.52 -3.15 -7.26  -0.23
C 1.40 -2.23 -6.70  0.00
C 1.11 -1.64 -5.48  0.02
C -0.06 -1.97 -4.81  -0.16
C -0.93 -2.91 -5.36  0.00
C -0.65 -3.49 -6.58  -0.02
N -0.37 -1.35 -3.58  0.00
C -1.58 -1.36 -2.93  -0.05
C -1.41 -0.63 -1.79  -0.15
N -0.11 -0.18 -1.72  -0.01
C 0.48 -0.62 -2.80  -0.13
H 2.32 -1.98 -7.22  0.13
H 1.81 -0.92 -5.07  0.09
H -1.83 -3.20 -4.84  0.11
H -1.32 -4.22 -7.01  0.12
H -2.46 -1.84 -3.32  0.11
H -2.13 -0.41 -1.02  0.10
H 1.51 -0.42 -3.06  0.10

=====

A structure of composition C52H41F3N7O6Rh, computed with wB97M-V/def2-TZVPD.

## Properties
Energy, eV: -88467.638
Net charge: 0
Energy above the lowest of the compared OMol25 structures with the same formula, charge and spin, kJ/mol: 0.0
HOMO-LUMO gap, eV: 6.7
Molar mass, g mol⁻¹: 1019.84
HOMO energy, eV: -7.13

Each line ends with the Löwdin charge.
Cartesian coordinates (Å):
Rh 1.64 -0.86 0.39  1.09
C 2.00 -3.14 6.48  -0.05
O 1.06 -2.38 5.72  -0.08
C -0.25 -2.49 6.01  -0.23
C -0.76 -3.25 7.07  -0.01
C -2.12 -3.24 7.34  -0.08
C -2.99 -2.49 6.57  -0.09
C -2.49 -1.77 5.49  -0.02
C -1.13 -1.77 5.19  -0.17
N -0.67 -0.97 4.12  0.16
C 0.02 -1.37 3.00  -0.32
N 0.35 -2.66 2.93  0.18
C 1.09 -3.38 1.97  -0.15
C 1.66 -2.86 0.81  -0.18
C 2.30 -3.78 -0.03  -0.11
C 2.40 -5.13 0.27  -0.08
C 1.85 -5.63 1.45  -0.03
C 1.19 -4.75 2.28  -0.25
O 0.63 -5.18 3.47  -0.14
C -0.65 -5.78 3.31  -0.07
N 0.29 -0.52 2.04  0.05
C -0.15 0.81 2.19  -0.24
C 0.67 1.77 2.77  -0.02
C 0.29 3.11 2.82  -0.08
C -0.93 3.49 2.28  -0.09
C -1.78 2.54 1.71  -0.02
C -1.40 1.20 1.67  -0.24
O -2.16 0.21 1.14  -0.08
C -3.47 0.55 0.72  -0.07
H 2.97 -2.89 6.07  0.10
H 1.82 -4.21 6.36  0.10
H 1.96 -2.86 7.53  0.10
H -0.09 -3.82 7.69  0.11
H -2.50 -3.82 8.18  0.10
H -4.05 -2.48 6.78  0.10
H -3.16 -1.20 4.86  0.12
H -1.12 -0.08 4.03  0.14
H 0.21 -3.20 3.77  0.11
H 2.76 -3.43 -0.94  0.07
H 2.93 -5.80 -0.40  0.10
H 1.92 -6.67 1.73  0.12
H -0.93 -6.21 4.26  0.09
H -0.62 -6.56 2.55  0.09
H -1.40 -5.03 3.02  0.09
H 1.64 1.45 3.15  0.11
H 0.94 3.84 3.26  0.11
H -1.24 4.52 2.30  0.10
H -2.72 2.86 1.28  0.10
H -3.96 -0.39 0.46  0.10
H -3.45 1.20 -0.16  0.09
H -4.03 1.04 1.52  0.10
C -6.79 6.02 -7.79  -0.08
O -5.73 6.60 -7.04  -0.07
C -4.98 5.77 -6.27  -0.28
C -3.96 6.37 -5.55  0.01
C -3.14 5.61 -4.74  -0.03
C -3.33 4.23 -4.63  -0.16
C -4.35 3.64 -5.35  -0.02
C -5.18 4.40 -6.17  -0.01
C -2.48 3.38 -3.78  -0.26
N -2.65 2.09 -3.60  0.19
C -1.64 1.71 -2.75  -0.17
C -0.86 2.78 -2.41  -0.12
N -1.41 3.85 -3.08  0.19
C 0.29 2.68 -1.55  -0.06
C 1.16 3.72 -1.20  0.01
C 2.23 3.45 -0.39  -0.01
C 2.41 2.15 0.10  -0.07
N 1.58 1.18 -0.21  0.03
C 0.55 1.41 -1.03  -0.12
C -0.27 0.26 -1.39  -0.12
N 0.07 -0.93 -0.86  0.00
C -0.61 -2.01 -1.20  -0.06
C -1.71 -1.95 -2.07  -0.02
C -2.09 -0.75 -2.59  0.01
C -1.36 0.40 -2.25  -0.08
H -7.27 6.83 -8.32  0.09
H -7.52 5.54 -7.13  0.10
H -6.42 5.28 -8.50  0.10
H -3.82 7.44 -5.64  0.12
H -2.35 6.10 -4.19  0.11
H -4.49 2.57 -5.27  0.11
H -5.97 3.91 -6.72  0.10
H -1.04 4.78 -3.11  0.15
H 0.99 4.72 -1.57  0.12
H 2.93 4.22 -0.11  0.12
H 3.24 1.89 0.74  0.12
H -0.29 -2.94 -0.75  0.12
H -2.23 -2.86 -2.32  0.11
H -2.93 -0.66 -3.27  0.12
F 6.05 0.51 3.30  0.15
C 4.77 0.18 3.24  -0.54
F 4.06 1.26 3.68  0.11
F 4.56 -0.81 4.13  0.14
C 4.31 -0.21 1.81  -0.57
O 5.10 -0.09 0.90  0.09
O 3.08 -0.56 1.85  -0.12
C 2.85 -1.07 -1.13  -0.14
C 3.55 -1.19 -2.10  -0.10
C 4.38 -1.37 -3.26  -0.26
C 5.70 -1.83 -3.11  -0.04
C 6.50 -2.02 -4.22  -0.09
C 6.02 -1.75 -5.50  -0.11
C 4.73 -1.28 -5.65  -0.10
C 3.91 -1.09 -4.55  -0.05
H 6.06 -2.02 -2.12  0.12
H 7.52 -2.37 -4.09  0.10
H 6.66 -1.89 -6.36  0.09
H 4.34 -1.06 -6.64  0.10
H 2.90 -0.73 -4.66  0.10

=====

A structure of composition C52H42CdCl2N5O3SSi, computed with wB97M-V/def2-TZVPD.

## Properties
Energy, eV: -116524.386
Net charge: -1
Energy above the lowest of the compared OMol25 structures with the same formula, charge and spin, kJ/mol: 21.3
HOMO-LUMO gap, eV: 6.6
Molar mass, g mol⁻¹: 1028.41
HOMO energy, eV: -4.72

Each line ends with the Löwdin charge.
Cartesian coordinates (Å):
Cd 0.42 0.28 0.46  1.28
N 8.17 -7.09 0.46  0.14
C 7.30 -6.35 0.56  -0.19
C 6.22 -5.41 0.67  -0.24
C 5.36 -5.47 1.77  -0.02
C 4.32 -4.57 1.88  -0.01
C 4.10 -3.61 0.89  -0.19
C 4.96 -3.56 -0.20  0.00
C 6.02 -4.45 -0.32  -0.02
C 2.98 -2.64 1.00  -0.07
C 1.95 -2.80 0.07  -0.26
C 1.84 -3.83 -0.89  -0.03
C 0.71 -3.59 -1.64  -0.02
C 0.18 -2.39 -1.10  -0.43
N 0.88 -1.91 -0.09  0.04
C 3.09 -1.68 2.00  -0.28
C 4.21 -1.47 2.86  -0.04
C 3.91 -0.38 3.63  -0.08
C 2.62 0.05 3.22  -0.17
N 2.12 -0.71 2.25  0.00
H 5.52 -6.22 2.53  0.12
H 3.65 -4.61 2.73  0.13
H 4.80 -2.80 -0.96  0.13
H 6.69 -4.40 -1.16  0.12
H 2.52 -4.67 -1.00  0.11
H 0.31 -4.16 -2.46  0.09
H -1.18 -2.03 -2.37  0.10
H 5.12 -2.05 2.87  0.10
H 4.52 0.08 4.39  0.08
H 2.06 0.89 3.61  0.08
Cl 3.12 4.13 -5.72  0.60
C 2.76 3.07 -4.38  -0.68
C 3.82 2.41 -3.72  -0.14
C 3.55 1.59 -2.67  -0.58
Cl 4.87 0.79 -1.85  0.67
C 2.22 1.35 -2.16  -0.43
O 2.03 0.59 -1.18  -0.18
C 1.19 2.04 -2.87  -0.12
C -0.21 1.90 -2.52  -0.23
O -0.71 1.21 -1.64  -0.08
C 1.48 2.89 -3.95  -0.09
H 4.84 2.56 -4.05  0.10
H -0.89 2.49 -3.17  0.11
H 0.66 3.40 -4.45  0.11
C -3.92 3.69 -4.46  -0.05
C -4.02 2.46 -3.60  -0.28
C -4.67 2.48 -2.38  -0.05
C -4.75 1.35 -1.58  -0.09
C -4.16 0.16 -1.99  -0.54
C -3.49 0.13 -3.21  -0.10
C -3.43 1.26 -4.01  -0.06
S -4.19 -1.24 -0.90  0.87
C -4.83 -2.51 -2.01  -0.40
O -0.91 -1.71 -1.50  0.03
H -4.44 4.53 -4.01  0.07
H -4.36 3.52 -5.45  0.08
H -2.88 3.98 -4.62  0.07
H -5.13 3.40 -2.04  0.10
H -5.25 1.40 -0.62  0.10
H -2.99 -0.77 -3.53  0.10
H -2.90 1.22 -4.95  0.12
H -4.21 -2.61 -2.90  0.02
H -5.86 -2.30 -2.30  0.03
H -4.79 -3.45 -1.46  0.03
C 0.18 2.35 6.31  -0.11
C -0.52 1.37 5.61  -0.09
C -0.59 1.42 4.22  -0.13
C 0.02 2.45 3.50  -0.33
C 0.72 3.43 4.22  -0.10
C 0.80 3.38 5.61  -0.10
Si -0.07 2.48 1.60  0.65
C -1.73 3.35 1.26  -0.28
C -1.94 4.03 0.05  -0.12
C -3.12 4.71 -0.21  -0.11
C -4.14 4.72 0.73  -0.12
C -3.97 4.03 1.93  -0.10
C -2.77 3.37 2.19  -0.10
C 1.25 3.72 1.02  -0.31
C 2.52 3.23 0.68  -0.12
C 3.52 4.08 0.23  -0.09
C 3.28 5.45 0.13  -0.10
C 2.03 5.95 0.47  -0.10
C 1.03 5.09 0.92  -0.11
H 0.25 2.31 7.39  0.09
H -1.00 0.56 6.14  0.10
H -1.12 0.64 3.69  0.07
H 1.21 4.23 3.69  0.09
H 1.35 4.14 6.14  0.09
H -1.15 4.04 -0.70  0.09
H -3.23 5.25 -1.14  0.10
H -5.07 5.25 0.53  0.09
H -4.76 4.03 2.67  0.09
H -2.65 2.87 3.14  0.09
H 2.72 2.17 0.72  0.07
H 4.49 3.68 -0.04  0.10
H 4.05 6.11 -0.23  0.09
H 1.83 7.01 0.39  0.09
H 0.06 5.50 1.17  0.10
N -0.76 -1.87 2.59  -0.02
C -1.41 -2.41 3.63  -0.11
C -2.70 -1.90 3.59  -0.09
C -2.70 -1.05 2.47  -0.20
N -1.52 -1.04 1.87  -0.02
H 0.22 -1.95 2.34  0.10
H -0.93 -3.09 4.31  0.11
H -3.50 -2.10 4.28  0.08
H -3.50 -0.42 2.10  0.09

=====

What is the formula in the third record? C52H41F3N7O6Rh

=====

Number 2 is which compound? C52H40N11OP2STl

=====

The highest energy belongs to which entry? C52H41F3N7O6Rh

=====

Among the records above, which one has the highest net charge? C52H39N9O2PS2V